# 1
DFT (ωB97M-V/def2-TZVPD) results for the molecule C2H4N2S2 at a distorted geometry.

* LUMO energy: -0.9 eV
* Kohn-Sham gap: 0.2732 hartree

Structure (XYZ):
```
10
Properties=species:S:1:pos:R:3:lowdin_charge:R:1
C -0.207 -0.521 0.194 -0.34
C -1.565 -0.040 0.131 -1.11
S -2.480 -1.368 -0.163 0.67
H -0.081 -1.486 0.691 0.09
H 2.723 0.393 -0.424 0.11
S -2.000 1.723 -0.044 0.78
N 0.686 0.429 -0.290 -0.01
H 1.872 -1.222 -0.075 0.07
H -0.888 2.300 0.007 -0.21
N 1.940 -0.209 -0.026 -0.05
```

# 2
DFT (ωB97M-V/def2-TZVPD) results for a cluster of 4 separate species, C5H15NO3 in total at a distorted geometry.

* LUMO energy (spin up / spin down): -3.8 / -6.3 eV
* spin multiplicity: 2
* Kohn-Sham gap (spin up / spin down): 0.3432 / 0.3127 hartree
* charge: +1

Structure (XYZ):
```
24
Properties=species:S:1:pos:R:3:lowdin_charge:R:1
H -0.765 1.702 2.065 0.15
C 2.869 0.106 -1.387 0.13
O -2.092 -1.017 2.028 -0.06
H -1.590 1.833 -1.476 0.10
O 0.554 -2.514 0.721 -0.05
H 2.542 0.036 -2.423 0.09
H 0.871 1.320 1.726 0.13
C 2.044 0.530 -0.391 -0.12
H 0.546 0.947 -1.813 0.13
C -1.645 1.711 -0.404 0.02
H -2.074 -1.763 1.418 0.04
H -1.977 2.641 0.048 0.10
N -0.042 1.561 1.369 0.24
H 2.451 0.617 0.601 0.11
H 0.236 -1.608 0.803 -0.01
H -0.221 -1.341 -1.450 0.00
H -1.347 -2.184 -2.170 0.06
H -2.351 0.906 -0.174 0.11
H 3.886 -0.214 -1.199 0.09
H -2.073 -1.388 2.915 0.05
O -1.131 -1.344 -1.759 -0.04
C 0.725 0.885 -0.756 -0.02
C -0.304 1.327 0.115 -0.30
H 0.887 -2.749 1.594 0.05
```

# 3
DFT (ωB97M-V/def2-TZVPD) results for the molecule C2O4 at a distorted geometry.

* LUMO energy (spin up / spin down): -2.3 / -2.3 eV
* Kohn-Sham gap (spin up / spin down): 0.2706 / 0.2707 hartree

Structure (XYZ):
```
6
Properties=species:S:1:pos:R:3:lowdin_charge:R:1
O -1.918 0.950 0.090 0.31
O 1.549 1.116 -0.022 -0.14
C 0.152 -0.633 -0.051 -0.52
C -0.852 0.555 -0.122 0.18
O 1.332 -0.238 0.096 -0.01
O -0.263 -1.750 0.009 0.18
```

Number 1: molecular weight 120.20 g mol⁻¹, total energy -26786.238 eV. Number 2: molecular weight 137.18 g mol⁻¹, total energy -13053.237 eV. Number 3: molecular weight 88.02 g mol⁻¹, total energy -10257.820 eV.